Entry 1:
67
Properties=species:S:1:pos:R:3:forces:R:3 method="wB97M-V/def2-TZVPD" charge=-1 e_tot_ev=-57024.22568 lumo_ev="2.5 / 2.5" e_above_lowest_kcal_mol=0.00
In -1.420988 0.943761 -0.571897 -0.1745 -0.3446 0.8344
Cl -2.894710 2.213552 -1.966509 -1.3525 1.4340 -1.8357
N -1.374397 -1.241442 -0.916934 1.6778 -3.9304 -1.7328
N 0.000155 2.065874 0.702597 4.2719 1.9828 1.0431
C -0.927789 -1.885524 -1.994499 -0.8231 1.5285 2.8357
C 1.033788 2.830045 0.341231 -2.5005 -2.1705 0.8998
C -2.485823 -2.079966 -0.400183 0.2257 0.3136 -0.3515
C -3.034333 -2.674298 -1.689298 0.4630 0.1708 -0.9566
C -3.480193 -1.281138 0.413431 -0.7416 -0.2238 0.1032
C -1.873566 -3.204159 0.438195 0.1139 -0.0655 -0.0161
H -3.903145 -0.445735 -0.170289 0.2279 -0.2751 0.3947
H -3.015673 -0.900623 1.341282 -0.2047 -0.0518 -0.5399
H -4.300140 -1.962413 0.701487 0.0908 0.1486 0.0136
H -1.327244 -3.899572 -0.218731 -0.0209 0.2069 0.2807
H -2.661545 -3.768099 0.954553 0.1231 0.0796 -0.0366
H -1.183464 -2.773209 1.170129 -0.0979 -0.1803 -0.0805
C -0.473866 2.634869 1.990056 0.0575 0.0246 -0.5283
C -0.139392 4.107147 1.809661 0.5448 0.3652 -0.9072
C 0.397877 2.074777 3.113537 0.1643 -0.0840 0.0034
C -1.933458 2.330211 2.242725 -0.4786 0.4101 0.5201
H -2.574202 2.682490 1.417038 0.2214 -0.2968 0.3632
H -2.228748 2.850466 3.171254 -0.0271 -0.1029 -0.1335
H -2.085638 1.246958 2.402224 0.0229 0.5424 -0.2405
H 1.416106 2.485739 3.034148 -0.2003 -0.2711 0.0141
H 0.434031 0.983681 3.039949 0.0863 0.2385 0.0849
H -0.009902 2.364663 4.089434 0.0334 -0.0567 -0.0819
O 1.046059 4.042247 0.882741 -0.3055 1.1610 1.2207
H 0.149508 4.660274 2.718519 0.0962 -0.3348 -0.3833
H -0.922038 4.663247 1.281256 0.1132 -0.1443 -0.0079
O -1.807160 -2.696569 -2.564794 -1.4348 -1.2239 -0.0358
H -3.760622 -2.015734 -2.181356 0.1769 -0.0728 0.0703
H -3.443162 -3.699181 -1.622283 0.4057 0.4309 -0.0493
C 0.473958 -1.822020 -2.493649 -0.3062 -0.2813 -0.2919
C 2.173214 2.378122 -0.511200 0.0700 0.4760 0.0885
C 1.698866 1.652966 -1.736133 0.0473 0.5634 -2.8212
H 2.737750 1.622167 0.062713 -0.1353 0.4226 0.0161
H 2.785984 3.264980 -0.727180 0.0252 -0.3106 0.0505
C 1.508160 0.298416 -1.713723 -0.4291 -1.2799 3.4301
C 0.881780 -0.398804 -2.705977 0.4511 1.6221 -2.4423
H 3.135073 -1.104076 -0.270041 -0.1309 -0.8229 0.8092
C 0.757635 0.230813 -3.975601 -0.1402 -0.6459 0.7438
C 1.155012 1.557810 -4.094073 0.0913 0.0224 -0.1359
C 0.288789 -0.543744 -5.166163 -0.2487 0.1487 -0.6054
C 1.595173 2.295613 -2.999914 0.0892 -0.0076 1.0128
H 1.140866 2.028971 -5.078189 -0.0896 -0.0303 0.1510
C 2.033563 3.716702 -3.160279 -0.1275 0.5009 -0.4446
H 1.915533 4.033538 -4.204852 -0.0106 0.0505 0.1924
H 3.095980 3.840895 -2.907139 -0.2088 0.0282 0.0681
H 1.435998 4.393109 -2.530850 0.2262 -0.0760 -0.1305
H 0.958267 -1.386626 -5.389249 -0.1897 0.0531 0.1066
H 0.281986 0.098330 -6.056994 -0.0864 -0.1395 0.1117
H -0.731114 -0.929405 -5.019494 0.2529 -0.0060 -0.0863
H 0.524520 -2.441066 -3.397997 0.1925 0.0421 0.1827
H 1.132008 -2.196281 -1.693542 -0.2846 -0.1392 -0.2558
O 1.376792 -1.198013 1.162178 1.1081 -0.1847 0.6616
B 2.649567 -1.600138 0.728493 -0.1084 0.0752 0.1262
O 3.222708 -2.531031 1.672633 -0.1955 1.0178 -0.4937
C 2.354535 -2.529574 2.731855 -0.9776 -0.2341 0.0341
C 2.336158 -3.294951 3.888161 1.1816 -0.3699 -0.4075
C 1.249259 -3.216476 4.743563 -0.5093 0.2312 0.1528
C 0.164738 -2.403605 4.437659 -0.0453 0.7699 -0.9270
C 0.152854 -1.635352 3.248955 0.4825 -0.4154 0.4596
C 1.257153 -1.724418 2.426846 -0.2677 -0.3823 -0.2918
H 3.161314 -3.979250 4.099411 -0.2079 0.2394 -0.0414
H 1.224671 -3.799950 5.659228 0.1001 0.0179 -0.1563
H -0.696475 -2.342024 5.082920 -0.0416 -0.0800 0.2026
H -0.648603 -0.987968 2.928954 -0.3319 -0.0838 0.1668

=====

Entry 2:
77
Properties=species:S:1:pos:R:3:forces:R:3 method="wB97M-V/def2-TZVPD" charge=-2 e_tot_ev=-442637.10353 lumo_ev=3.9 e_above_lowest_kcal_mol=14.33
Zr 0.340849 0.035269 -0.663637 0.9630 -0.8058 0.0090
Se 2.683086 -5.945976 -1.596111 -0.0714 0.1425 -0.0597
Sb 2.487108 -4.246775 -3.332712 -0.0017 -0.7557 -0.3490
Se 2.896952 -1.025307 -1.374813 -0.6170 -0.1717 -0.1025
Se 0.915541 -2.110763 -2.076327 0.2447 0.1928 0.0353
Se 0.807459 -4.991495 -4.982206 0.1486 0.1210 0.1964
Cl 5.717322 4.322784 -0.545106 0.0057 -0.0192 -0.0088
C 4.328114 3.427979 -1.068618 -0.0201 -0.0148 0.0860
C 3.966273 3.407591 -2.403130 -0.0418 0.0021 -0.0775
Cl 4.897919 4.282876 -3.574291 -0.0012 -0.0125 0.0095
C 2.837007 2.686457 -2.809972 -0.0076 0.0445 0.0037
Cl 2.358921 2.638349 -4.471618 0.0149 -0.0218 -0.0077
C 2.065044 1.982929 -1.895770 0.0810 0.2352 -0.0105
O 1.001602 1.283473 -2.242720 -0.1270 0.1719 0.7943
C 2.414878 2.037172 -0.515465 0.0398 0.1236 0.0131
O 1.625068 1.416150 0.347353 -0.3828 -0.0040 -0.5046
C 3.548734 2.737616 -0.131135 0.0028 0.0328 -0.0490
Cl 3.977844 2.723852 1.548425 -0.0066 0.0136 0.0094
C -3.488237 1.417605 -0.277685 -0.0069 -0.0362 0.0174
Si -1.936709 1.946095 0.663075 -0.7234 -0.1170 0.4672
C -2.638310 3.191273 1.908987 0.0685 0.0602 0.0056
C -0.951713 3.040834 -0.516011 0.1381 -0.1028 0.0686
C -1.201480 0.492868 1.592418 0.4441 0.0297 -0.7650
C -1.610745 -0.836631 1.238942 -0.5946 0.0385 0.1091
C -2.077299 -1.831698 2.146414 -0.0334 0.1018 0.1264
C -2.512675 -3.042513 1.686742 0.0173 -0.0151 -0.0408
C -2.511955 -3.319703 0.308568 -0.0338 0.0377 0.0129
C -2.011516 -2.354058 -0.521745 -0.0271 -0.0190 -0.0292
N -1.551570 -1.174337 -0.073804 0.2589 0.1972 0.1618
Si -0.638233 0.790049 3.342180 -0.0223 0.0934 0.0041
C 0.163386 -0.711992 4.185322 -0.0396 -0.0463 -0.0110
C -2.076306 1.200407 4.518000 -0.0091 0.0354 0.0093
C 0.574041 2.225474 3.417756 0.0110 0.0033 -0.0013
H -3.764743 2.198431 -0.992810 -0.0108 -0.0157 0.0065
H -4.313516 1.299105 0.431523 0.0180 -0.0243 -0.0163
H -3.368007 0.484113 -0.824774 0.0295 0.0289 -0.0315
H -3.096594 4.016609 1.355015 -0.0027 -0.0167 0.0035
H -1.895465 3.617462 2.585451 -0.0089 0.0170 -0.0419
H -3.412127 2.715597 2.514956 -0.0013 0.0207 -0.0286
H -1.598759 3.914541 -0.646184 0.0174 0.0089 -0.0491
H -0.759582 2.622772 -1.504163 -0.0201 0.0020 -0.0176
H 0.002368 3.372919 -0.103631 -0.0276 0.0290 0.0374
H -2.131883 -1.599899 3.201904 0.0479 -0.0222 -0.0054
H -2.865506 -3.788149 2.390376 -0.0332 0.0140 -0.0101
H -2.856710 -4.262343 -0.090536 0.0170 -0.0038 0.0076
H -1.937651 -2.507572 -1.591217 0.0285 -0.0228 -0.0154
H -0.453166 -1.025090 5.033397 0.0238 0.0183 0.0065
H 1.149850 -0.443916 4.571421 -0.0125 0.0006 0.0067
H 0.291650 -1.577137 3.538381 -0.0087 -0.0039 0.0009
H -2.940276 0.558487 4.318892 0.0175 -0.0071 0.0236
H -2.407445 2.235817 4.431528 0.0053 -0.0332 0.0092
H -1.764591 1.032584 5.553918 0.0003 0.0024 -0.0137
H 1.247640 2.199078 2.558652 0.0115 -0.0050 0.0264
H 1.175296 2.170438 4.330205 -0.0181 0.0060 0.0003
H 0.069806 3.194828 3.415399 0.0085 -0.0199 -0.0153
Br 4.419246 -4.308167 3.138470 0.0002 0.0111 -0.0474
C 3.117291 -3.196590 2.322218 0.0261 -0.0373 0.0480
C 3.190554 -1.826600 2.495474 -0.0269 -0.0070 0.0038
C 2.229810 -1.055248 1.875076 -0.0368 0.0161 0.0604
N 1.220124 -1.568112 1.161454 0.2782 0.3146 -0.2029
C 1.166088 -2.892890 1.030229 -0.1473 -0.0295 0.0968
C 2.104799 -3.757408 1.574880 0.0131 0.0357 -0.0416
H 3.988508 -1.363901 3.057557 -0.0151 -0.0010 0.0080
H 2.268885 0.024499 1.937490 0.0265 0.0045 -0.0338
H 0.354481 -3.294282 0.442209 0.0064 0.0020 -0.0789
H 2.064130 -4.811561 1.342979 -0.0341 -0.0208 0.0571
C -0.146576 -1.228575 -5.396269 0.0436 0.0404 -0.0604
N -1.359020 -0.555611 -4.908648 -0.0451 0.0736 0.0345
C -2.542120 -0.538107 -5.744399 -0.0111 -0.1138 0.0125
C -1.420499 -0.165250 -3.658683 0.1824 0.0360 -0.0952
N -1.380902 0.177350 -2.555923 0.0160 0.1122 0.2356
H -0.295113 -2.304999 -5.495647 -0.0246 -0.0301 -0.0034
H 0.656746 -1.076184 -4.680028 0.0104 0.0485 0.0023
H 0.130334 -0.791663 -6.357412 -0.0247 0.0165 -0.0106
H -2.318187 -0.034103 -6.686915 0.0068 0.0094 -0.0015
H -3.342011 -0.001752 -5.238651 -0.0052 0.0113 0.0013
H -2.877555 -1.555374 -5.964470 0.0085 -0.0007 0.0090

=====

Entry 3:
66
Properties=species:S:1:pos:R:3:forces:R:3 method="wB97M-V/def2-TZVPD" charge=-1 e_tot_ev=-96454.15678 lumo_ev="2.3 / 2.3" multiplicity=4 e_above_lowest_kcal_mol=10.11
O -0.807197 0.439915 -3.712560 0.4730 -1.1052 0.5606
C -1.765810 -0.603575 -3.416941 -0.3803 0.1473 0.4841
C -0.999983 -1.659488 -4.258893 -0.9165 0.7157 -0.1011
H -2.726939 -0.321088 -3.832131 0.3530 -0.1960 0.6633
H -1.858280 -0.796286 -2.330519 0.3313 -0.0394 -0.4690
C 0.088571 -0.545642 -4.339421 -0.3989 0.2658 0.3388
H -1.500487 -1.956581 -5.196871 0.3355 0.1955 0.5806
H -0.760283 -2.534193 -3.653226 0.3526 -0.0325 -0.4157
C 0.488501 0.176222 -5.604286 0.2691 -0.2153 -0.4090
H -0.402445 0.547979 -6.124579 0.2218 -0.2120 0.0974
H 1.095655 -0.427979 -6.275958 0.0483 -0.1344 -0.1516
H 1.082741 1.060129 -5.328815 -0.1426 -0.2383 0.0687
C 1.234740 -1.027382 -3.467190 0.4428 0.2931 0.1741
H 0.828689 -1.631547 -2.641707 0.3052 0.3295 -0.1744
H 1.814172 -0.205407 -3.038725 -0.2206 -0.2747 -0.2823
H 1.922992 -1.656783 -4.055037 -0.3031 0.0566 0.0633
Co -0.241520 0.042993 0.614878 0.5007 1.2456 -1.7190
C 0.372433 -1.568849 1.600806 -0.4517 -2.6062 0.0794
C -0.897191 -2.110692 2.043680 1.3621 -0.9982 -0.8248
C -1.600139 -2.607362 0.925281 0.2691 0.0966 0.0103
H -1.197783 -2.265703 3.071676 0.1903 0.1824 -0.3608
C -0.866389 -2.317194 -0.242294 0.9982 -0.2527 0.7422
C 0.407728 -1.751375 0.138821 -0.4431 -1.9550 0.4383
H 1.308572 -1.795947 -0.464498 -0.2775 0.3349 0.0384
H 1.242537 -1.409508 2.236736 -0.3065 0.0908 -0.1432
H -2.514821 -3.207779 0.947412 0.1252 0.6765 0.0590
H -1.152239 -2.581526 -1.254052 0.0478 0.0329 0.1111
C 0.907212 1.694571 1.060901 0.9870 0.6194 -0.9348
C 1.733851 0.791000 0.268242 0.5427 2.1937 -0.1573
C 1.634188 1.234374 -1.088853 0.1768 -0.4696 0.7758
H 2.487821 0.126099 0.670202 -0.0536 0.1051 -0.0506
C 0.613453 2.192817 -1.183949 0.1650 0.7851 0.3222
C 0.225293 2.562549 0.117370 1.1707 -0.4099 0.2979
H -0.382507 3.423650 0.374514 -0.2273 -0.4596 -0.1388
H 1.056463 1.865218 2.117236 -0.2181 -0.0911 -0.0027
H 2.370058 1.029448 -1.864845 -0.5684 -0.3723 0.1706
H 0.236292 2.626225 -2.107769 0.1432 -0.0741 0.2495
O -3.411866 -0.222465 -5.484248 -1.2014 0.0500 -2.2304
C -3.015111 -0.709329 -6.791055 0.0189 -0.1347 0.4369
C -4.235958 -0.727905 -7.714104 -0.1516 0.3233 0.2926
H -2.633077 -1.739635 -6.670024 0.0039 0.4870 -0.1220
H -2.216850 -0.048741 -7.170156 -0.2530 -0.4022 0.2084
C -5.449497 -0.547111 -6.766203 0.2276 -0.2753 -0.0493
H -4.304248 -1.677248 -8.246556 0.0539 0.1352 -0.0928
H -4.158887 0.083875 -8.444839 -0.1789 -0.1514 0.0961
C -4.853655 -0.170589 -5.397685 0.3170 0.1019 -0.0365
H -5.994966 -1.492474 -6.660672 -0.0033 0.2569 -0.1888
H -6.132905 0.222078 -7.141564 0.0735 -0.2219 0.1418
H -5.160580 -0.892900 -4.622323 -0.0237 0.4450 -0.1423
H -5.151136 0.855991 -5.127718 0.1772 -0.4190 0.1925
O -0.967108 -1.046833 5.552536 -0.4241 0.1107 -0.0549
S -1.980556 -0.143744 5.065359 0.6206 0.8966 -1.5457
O -3.262902 -0.105865 5.717763 0.1153 -0.3039 -0.1479
N -2.102035 -0.252164 3.402770 -0.9513 0.8474 0.4886
C -1.831585 0.868596 2.755051 -1.1177 -2.3664 0.5915
S -2.105412 0.896866 1.058034 -2.8100 1.2041 0.5722
C -1.359577 1.946422 3.622405 0.7412 0.8206 1.2752
C -0.908743 3.239873 3.337134 -0.4074 -0.0367 0.0213
C -0.427392 4.056975 4.368766 -0.1688 -0.5482 0.2888
C -0.419627 3.570037 5.689968 -0.2570 0.1310 -0.0413
C -0.960206 2.310295 6.003561 0.2707 0.0820 -0.4559
C -1.354241 1.499349 4.949258 0.2731 1.3624 0.6323
H -0.982773 3.617446 2.320195 0.1231 -0.1625 0.1995
H -0.092195 5.079016 4.145649 -0.0546 -0.5786 0.1437
H -0.017505 4.195769 6.489872 -0.2218 -0.1291 -0.2129
H -1.080873 1.941804 7.024897 0.3052 0.2453 -0.2511